Molecular formula: C35H83F4N14O5P5S
Method: DFT, ωB97M-V with the def2-TZVPD basis set

```
! RIJCOSX wB97M-V def2-TZVPD def2/J DEFGRID3
* xyz 0 1
C -2.96785 -3.31019 5.22595
C -2.20798 -2.87699 3.93679
C -1.22789 -4.01784 3.47991
C 0.15716 -3.80619 4.06360
C 0.35337 -4.32679 5.30253
C 1.58867 -4.22958 5.98716
N 1.88607 -4.67666 7.20924
S 3.44682 -4.28450 7.38123
N 3.78450 -3.56072 5.99549
C 2.63692 -3.58017 5.29153
C 2.44885 -3.01604 3.99132
P 3.95104 -2.20988 3.27447
O 3.75097 -0.74399 3.21542
C 1.23818 -3.10073 3.37134
C 0.92046 -2.53375 2.01247
F -0.26558 -1.86852 1.98593
F 1.83270 -1.68450 1.51838
C 0.74969 -3.69611 0.94827
F 1.13639 -4.89114 1.43869
F 1.50922 -3.43039 -0.14341
H -4.03604 -3.27555 5.01894
H -2.67977 -2.63059 6.02953
H -2.70208 -4.31304 5.56093
H -2.91338 -2.72726 3.12032
H -1.59047 -2.00119 4.12239
H -1.62111 -4.96737 3.84224
H -1.23928 -4.05071 2.39525
H -0.46550 -4.82555 5.80807
H 5.00287 -2.54460 4.14611
H 4.26612 -2.74998 2.00800
H -0.27559 -3.74856 0.57842
O -5.07089 -1.82775 1.31306
P -5.99574 -1.12930 0.34630
N -7.51814 -1.64345 0.95698
C -8.02946 -2.99659 0.85536
C -7.87207 -1.01255 2.23126
N -5.39804 -1.89713 -1.10360
C -6.06712 -2.98178 -1.78607
C -3.95635 -2.13985 -1.11082
N -6.80808 0.03877 -0.62481
C -8.17444 0.01980 -1.09727
C -5.99885 1.12970 -1.16027
H -9.09807 -2.99786 1.08447
H -7.52421 -3.70042 1.53061
H -7.96527 -3.38374 -0.15935
H -8.19324 0.01894 2.06183
H -7.02382 -0.99027 2.92471
H -8.69130 -1.52532 2.73112
H -6.09453 -3.90087 -1.18360
H -5.55026 -3.21331 -2.72043
H -7.08284 -2.71111 -2.08131
H -3.68939 -3.05590 -0.56463
H -3.42003 -1.31032 -0.65242
H -3.59548 -2.23010 -2.13820
H -8.51950 -0.98174 -1.34827
H -8.25902 0.62079 -2.00564
H -8.86690 0.44098 -0.36008
H -5.66990 0.90891 -2.18328
H -5.10896 1.28791 -0.54938
H -6.55007 2.07267 -1.16475
O 7.20034 -0.83023 -0.80528
P 6.23939 -0.21455 -1.79376
N 4.74992 -0.81443 -1.18229
C 4.33226 -2.19932 -1.26052
C 4.34509 -0.18401 0.07719
N 6.90899 -0.95793 -3.22550
C 6.32663 -2.09716 -3.89833
C 8.36484 -1.09658 -3.21380
N 5.36162 0.87713 -2.79755
C 4.00615 0.76064 -3.28674
C 6.11088 2.00296 -3.34290
H 3.26718 -2.26775 -1.03849
H 4.88023 -2.85546 -0.56798
H 4.43082 -2.60124 -2.26714
H 3.95645 0.82286 -0.11884
H 5.18595 -0.09037 0.77137
H 3.56282 -0.73105 0.58821
H 6.35743 -3.00709 -3.28233
H 6.86952 -2.30485 -4.82373
H 5.29758 -1.90365 -4.20829
H 8.69135 -1.98193 -2.65172
H 8.83485 -0.22346 -2.76277
H 8.74295 -1.17487 -4.23668
H 3.72998 -0.26593 -3.52119
H 3.89564 1.33662 -4.20845
H 3.27757 1.15025 -2.56809
H 6.47029 1.77856 -4.35543
H 6.98028 2.22207 -2.72033
H 5.50808 2.91339 -3.37790
O -9.66107 1.51467 3.40740
P -11.03872 1.95076 3.84259
N -11.71230 2.36483 2.31028
C -11.31788 3.52027 1.52608
C -11.99659 1.20294 1.47230
N -10.53345 3.24909 4.88831
C -10.58226 4.64962 4.53082
C -9.30157 2.98358 5.63270
N -12.61577 2.03033 4.52963
C -13.76629 2.76888 4.05675
C -12.80320 1.38500 5.82646
H -12.05696 3.69494 0.74034
H -10.32927 3.40788 1.06093
H -11.32156 4.43445 2.11505
H -12.90356 0.69711 1.82555
H -11.17762 0.47345 1.48956
H -12.16506 1.48469 0.43454
H -9.88965 4.89629 3.71406
H -10.31289 5.26611 5.39127
H -11.59171 4.96494 4.25868
H -8.40490 3.17548 5.02889
H -9.26408 1.94725 5.96484
H -9.26029 3.61110 6.52580
H -13.49937 3.72912 3.61939
H -14.43887 2.97722 4.89144
H -14.33599 2.20492 3.31089
H -12.70676 2.11063 6.64298
H -12.05698 0.60463 5.98242
H -13.78152 0.90486 5.89733
O 11.17912 3.97907 -6.91660
P 11.51319 3.41766 -5.55676
N 13.23427 3.48628 -5.62089
C 14.05691 2.62890 -6.45359
C 13.76213 4.84562 -5.53938
N 10.73715 1.86961 -5.76717
C 11.43934 0.64005 -6.06037
C 9.49577 1.91208 -6.54019
N 11.61239 3.11309 -3.86540
C 12.70791 2.53894 -3.11529
C 10.39533 3.32944 -3.09101
H 15.09731 2.69456 -6.12571
H 14.00671 2.88726 -7.51946
H 13.79819 1.57843 -6.33897
H 13.70548 5.20959 -4.50602
H 13.20073 5.54265 -6.17155
H 14.80599 4.89239 -5.84356
H 11.91331 0.65607 -7.05198
H 10.74490 -0.20323 -6.03832
H 12.19106 0.41042 -5.30223
H 9.68290 1.91862 -7.62223
H 8.91693 2.80201 -6.29679
H 8.87420 1.04574 -6.29929
H 13.23310 1.76090 -3.66623
H 12.32729 2.07759 -2.20153
H 13.44119 3.29606 -2.81845
H 9.84730 2.38731 -2.96096
H 9.73471 4.03397 -3.59920
H 10.61074 3.75121 -2.10694
*
```

Orbital gap = 6.759 eV
HOMO level = -7.78 eV